1.
This record from the Open Molecules 2025 dataset describes the ion C2H5N4O with charge +1. The level of theory is ωB97M-V/def2-TZVPD.

Geometry as XYZ:
```
12
Properties=species:S:1:pos:R:3:nbo_charge:R:1
H 2.01887 -0.01398 1.53672 0.429
N -0.84061 0.49553 0.17138 -0.264
N -1.94229 -1.81425 -0.27126 -0.596
N 1.23572 1.26289 -0.56913 -0.736
H 2.22445 1.40871 -0.43846 0.430
N 1.04916 -0.12338 1.27911 -0.724
C -1.61600 -0.73008 -0.63775 0.801
C 0.51196 0.53466 0.26373 0.622
H 0.79206 1.78815 -1.30803 0.439
O -1.39429 0.40161 -1.19184 -0.291
H -2.49757 -2.52943 -0.71181 0.449
H 0.45854 -0.68042 1.87734 0.443
```

- Energy relative to the best compared isomer or geometry (same formula, charge and spin): 304.1 kJ/mol
- Largest force on an atom: 0.04482 hartree/bohr
- LUMO level: -3.7 eV
- Kohn-Sham gap: 11.30 eV
- Multiplicity: 1
- Net charge: +1
- E_tot: -373.11896 Eh
- Structure (SMILES): [H]/N=C1\ON1C(N)=[NH2+]

***

2.
This record from the Open Molecules 2025 dataset describes the molecule C2H5N4P. The level of theory is ωB97M-V/def2-TZVPD.

Geometry as XYZ:
```
12
Properties=species:S:1:pos:R:3:nbo_charge:R:1
C 0.41690 -0.51519 0.53014 0.317
C 1.31292 -1.62721 1.09753 -0.658
P -2.16180 1.50457 -1.49038 0.613
H -1.61953 1.08862 -2.70230 -0.019
N 0.79673 0.83151 0.78138 -0.117
N -0.64528 -0.67107 -0.22320 -0.356
H -1.49186 2.62727 -1.54944 -0.020
H 0.88715 -1.98106 2.04970 0.239
H 1.28558 -2.48122 0.44161 0.238
N -0.08759 1.55631 0.18690 -0.316
H 2.28312 -1.16492 1.28830 0.245
N -0.97635 0.83241 -0.41025 -0.165
```

- Energy relative to the best compared isomer or geometry (same formula, charge and spin): 0.0 kJ/mol
- Largest force on an atom: 0.12181 hartree/bohr
- LUMO level (alpha / beta): 0.8 / -3.4 eV
- Kohn-Sham gap (alpha / beta): 6.61 / 6.76 eV
- ⟨S²⟩: 2.013
- Multiplicity: 3
- E_tot: -639.34142 Eh

***

3.
This record from the Open Molecules 2025 dataset describes the molecule C2H5N4P3. The level of theory is ωB97M-V/def2-TZVPD.

Geometry as XYZ:
```
14
Properties=species:S:1:pos:R:3:nbo_charge:R:1
P 0.51841 -2.30961 2.58142 0.490
H 0.72564 0.17408 -2.61373 0.214
H 0.05388 2.48674 -0.72171 0.217
N 0.93937 -0.74826 2.19415 -0.481
H -2.05531 -0.54088 2.22769 -0.032
N -0.40017 0.33034 -0.85730 -0.260
C 0.02004 1.62670 -1.38193 -0.269
P -0.54323 -2.77577 0.87064 -0.166
P -1.75617 -1.02617 0.76704 0.508
H 1.81825 0.22798 -0.93944 0.239
N 0.81749 0.01968 1.27592 0.045
N -0.49273 0.05364 0.41191 -0.433
C 0.84883 0.48346 -1.56518 -0.269
H -0.49430 1.99807 -2.24948 0.197
```

- Energy relative to the best compared isomer or geometry (same formula, charge and spin): 532.0 kJ/mol
- Largest force on an atom: 0.09791 hartree/bohr
- LUMO level: -1.6 eV
- Kohn-Sham gap: 6.82 eV
- Multiplicity: 1
- E_tot: -1322.06157 Eh

***

4.
This record from the Open Molecules 2025 dataset describes the molecule C2H5N5O. The level of theory is ωB97M-V/def2-TZVPD.

Geometry as XYZ:
```
13
Properties=species:S:1:pos:R:3:nbo_charge:R:1
H 2.25350 1.61069 0.08433 0.407
N -1.07032 -0.18079 1.73572 -0.480
H -1.61253 -0.00291 2.65668 0.429
N -0.28623 -0.57292 -1.74390 -0.660
C -1.57415 -0.39380 0.49418 0.717
N -0.56742 0.14715 -0.30141 -0.286
H 0.49460 0.05988 -2.34776 0.379
C 0.57461 0.39417 0.43310 0.483
O -2.59260 -0.82996 0.07931 -0.587
H 2.13419 0.25732 -0.89388 0.386
N 0.30839 0.32048 1.72154 -0.297
N 1.64394 0.83029 -0.33017 -0.845
H 0.29402 -1.63960 -1.58773 0.353
```

- Energy relative to the best compared isomer or geometry (same formula, charge and spin): 274.9 kJ/mol
- Largest force on an atom: 0.12238 hartree/bohr
- LUMO level: 0.2 eV
- Kohn-Sham gap: 9.20 eV
- Multiplicity: 1
- E_tot: -428.11842 Eh
- Structure (SMILES): Nc1n[nH]c(=O)n1N

***

5.
This record from the Open Molecules 2025 dataset describes the molecule C2H5N5O. The level of theory is ωB97M-V/def2-TZVPD.

Geometry as XYZ:
```
13
Properties=species:S:1:pos:R:3:nbo_charge:R:1
N 1.87421 0.56395 0.95077 -0.667
N -0.61943 -2.00167 -1.57014 -0.622
H -1.48542 -2.40308 -0.73248 0.310
H -0.00064 -2.84282 -1.48605 0.356
O -0.05126 1.93705 0.92145 -0.297
N 0.18972 -0.89310 -1.15181 -0.342
N 0.71263 0.99164 0.17659 -0.032
N -1.37845 0.54360 -0.11288 -0.529
H -1.83379 2.44983 1.04016 0.219
H 1.28065 -0.28829 1.54925 0.360
C -0.12462 0.05656 -0.39239 0.432
H 2.72659 0.31332 0.14912 0.421
C -1.29017 1.57300 0.65841 0.390
```

- Energy relative to the best compared isomer or geometry (same formula, charge and spin): 608.7 kJ/mol
- Largest force on an atom: 0.09463 hartree/bohr
- LUMO level: 0.4 eV
- Kohn-Sham gap: 8.61 eV
- Multiplicity: 1
- E_tot: -427.99128 Eh
- Structure (SMILES): N/N=c1\ncon1N

***

6.
This record from the Open Molecules 2025 dataset describes a structure of composition C2H5N6S. The level of theory is ωB97M-V/def2-TZVPD.

Geometry as XYZ:
```
14
Properties=species:S:1:pos:R:3:nbo_charge:R:1
S -3.58773 -0.37074 -0.23049 -0.150
C -0.84116 2.18813 0.19353 0.127
N 1.36160 1.21326 -0.38065 -0.709
H 1.43082 1.27295 -1.39338 0.334
H -1.72718 -2.04303 0.22290 0.352
H 1.79654 0.24590 -0.28647 0.374
C -0.47702 -0.08479 0.18500 0.344
N -0.01316 1.12495 0.14304 -0.292
N -2.31046 0.52413 0.31192 -0.398
N -0.02121 -1.28366 0.14122 -0.474
H -0.41117 3.13751 0.02484 0.187
H -0.56225 -3.34524 0.54636 0.321
N -0.79254 -2.40736 -0.01894 -0.685
N -2.11466 1.80474 0.12928 -0.332
```

- Largest force on an atom: 0.10717 hartree/bohr
- LUMO level (alpha / beta): 4.0 / 3.2 eV
- Kohn-Sham gap (alpha / beta): 4.09 / 6.44 eV
- ⟨S²⟩: 2.035
- Multiplicity: 3
- Net charge: -1
- E_tot: -805.69621 Eh

***

Question: Which of these has the lowest largest force on an atom?
Answer: C2H5N4O

***

Please write out number 4 again, unchanged.
This record from the Open Molecules 2025 dataset describes the molecule C2H5N5O. The level of theory is ωB97M-V/def2-TZVPD.

Geometry as XYZ:
```
13
Properties=species:S:1:pos:R:3:nbo_charge:R:1
H 2.25350 1.61069 0.08433 0.407
N -1.07032 -0.18079 1.73572 -0.480
H -1.61253 -0.00291 2.65668 0.429
N -0.28623 -0.57292 -1.74390 -0.660
C -1.57415 -0.39380 0.49418 0.717
N -0.56742 0.14715 -0.30141 -0.286
H 0.49460 0.05988 -2.34776 0.379
C 0.57461 0.39417 0.43310 0.483
O -2.59260 -0.82996 0.07931 -0.587
H 2.13419 0.25732 -0.89388 0.386
N 0.30839 0.32048 1.72154 -0.297
N 1.64394 0.83029 -0.33017 -0.845
H 0.29402 -1.63960 -1.58773 0.353
```

- Energy relative to the best compared isomer or geometry (same formula, charge and spin): 274.9 kJ/mol
- Largest force on an atom: 0.12238 hartree/bohr
- LUMO level: 0.2 eV
- Kohn-Sham gap: 9.20 eV
- Multiplicity: 1
- E_tot: -428.11842 Eh
- Structure (SMILES): Nc1n[nH]c(=O)n1N